This record from the Open Molecules 2025 dataset describes a single C6H11N molecule at a distorted geometry. The level of theory is ωB97M-V/def2-TZVPD.

Results
largest force on an atom	0.022	hartree/bohr
E	-7890.11876	eV
SMILES string	CCC[C@@H](C)C#N
total charge	0

```
18
Properties=species:S:1:pos:R:3:forces:R:3:mulliken_charge:R:1
C 1.784516 1.381042 0.164845 0.1254 -0.0814 -0.0069 -1.03
C 0.334928 1.359902 0.667437 -0.0857 0.0154 0.2351 -0.73
C -0.667193 0.672771 -0.281297 0.0213 0.0178 -0.0033 -0.63
C -0.864855 -0.796530 0.145651 0.0253 -0.0454 -0.0201 0.41
C -1.362728 -1.721666 -0.960690 -0.1107 -0.0692 -0.1484 -1.49
C 0.442377 -1.315621 0.573883 0.9796 -0.6043 0.0812 0.35
N 1.523904 -1.681798 0.758129 -1.1057 0.0203 0.0355 -0.56
H 2.259091 0.424890 0.402615 0.0647 0.3675 -0.1004 0.29
H 1.851409 1.498007 -0.921457 -0.0993 0.1745 0.0987 0.29
H 2.367111 2.179397 0.635946 -0.1318 -0.1034 -0.0691 0.32
H 0.332625 0.773322 1.597535 -0.0502 0.3411 0.0162 0.34
H -0.015177 2.351955 0.958103 0.0641 0.0589 -0.2612 0.43
H -1.645803 1.169839 -0.276808 0.1866 -0.1075 0.0690 0.33
H -0.314781 0.702801 -1.320803 0.0474 -0.0201 0.1863 0.33
H -1.558883 -0.819653 0.996844 0.2358 -0.0528 -0.0766 0.23
H -2.297121 -1.350088 -1.384915 0.0358 -0.0145 0.0217 0.37
H -0.607861 -1.777108 -1.751046 -0.1768 0.0012 0.0388 0.36
H -1.523760 -2.730361 -0.572167 -0.0255 0.1021 -0.0964 0.39
```
Forces are in eV/Å.

This record from the Open Molecules 2025 dataset describes a single C6H11N molecule at a distorted geometry. The level of theory is ωB97M-V/def2-TZVPD.

Results
largest force on an atom	0.097	hartree/bohr
E	-7887.76291	eV
SMILES string	C=NC(=C)CCC
total charge	0

```
18
Properties=species:S:1:pos:R:3:forces:R:3:mulliken_charge:R:1
C -2.116679 0.431380 0.224076 -0.4262 1.7116 -0.1440 -1.19
C -1.144504 0.746739 -0.853946 -0.1762 2.0989 -1.5255 -0.42
C 0.273360 1.034400 -0.310074 -1.2740 -0.0239 -0.2318 -0.51
C 0.674941 -0.200834 0.403710 1.7672 3.1773 3.4333 0.39
C 1.155297 -0.226320 1.719180 -0.6259 -1.4488 -4.7230 -1.11
C 1.782664 -1.712711 -0.833401 1.1077 -1.1186 -0.8655 -0.29
N 0.675003 -1.281000 -0.392719 1.5898 -3.0735 -0.4694 -0.26
H -1.915020 1.142884 1.024154 -0.4477 -0.3480 0.5007 0.28
H -2.005401 -0.567524 0.480913 0.2748 -1.7965 1.1814 0.34
H -3.130627 0.536737 -0.144335 -0.2596 0.2137 0.0646 0.39
H -1.470818 1.703876 -1.343430 0.1406 -0.9052 0.0012 0.36
H -1.228057 -0.079445 -1.569571 0.6749 0.4074 -0.2211 0.32
H 0.295141 1.918093 0.364324 -0.1828 -0.5674 -0.4239 0.32
H 0.975184 1.234232 -1.156995 -0.3410 -0.2697 0.6555 0.20
H 1.727951 -1.069333 1.945079 0.4529 -1.6753 0.5215 0.32
H 0.799334 0.250779 2.548954 -0.6174 2.3045 1.4727 0.37
H 1.957533 -2.818572 -1.153299 -0.7964 2.0712 0.0396 0.23
H 2.694697 -1.043376 -0.952618 -0.8606 -0.7578 0.7338 0.27
```
Forces are in eV/Å.

This record from the Open Molecules 2025 dataset describes C6H11N as an isolated structure at a distorted geometry. The level of theory is ωB97M-V/def2-TZVPD.

Results
largest force on an atom	0.078	hartree/bohr
E	-7886.61091	eV
total charge	0

```
18
Properties=species:S:1:pos:R:3:forces:R:3:mulliken_charge:R:1
C -3.030908 0.048723 -0.994793 -0.0897 -0.1307 0.2452 -1.07
C -1.589220 0.398859 -0.754604 0.0850 0.1203 -1.4542 -0.09
C -0.548148 -0.347347 -1.177983 -0.4198 0.2296 -0.0954 -0.67
C 1.914860 -0.431087 1.157103 0.1490 0.3250 0.6807 -0.28
C 3.218457 0.061109 0.606519 0.1331 0.0570 -0.1214 -1.06
C 0.944732 0.402776 1.503443 -1.0829 -0.5074 -0.3151 0.41
N -0.103044 1.001642 1.707165 -1.5765 -2.5369 -1.5312 -0.70
H -3.688701 0.403573 -0.201752 -0.0513 -0.2059 0.0740 0.30
H -3.326992 0.603887 -1.903108 0.1131 -0.2582 0.2989 0.28
H -3.173033 -1.017273 -1.194320 -0.0798 0.1401 0.1690 0.34
H -1.449993 1.473007 -0.656573 0.2489 -0.0582 0.0392 0.38
H -0.887849 0.269526 0.907844 2.1950 2.7832 1.8659 0.45
H -0.635016 -1.424899 -1.314134 -0.0559 0.2483 -0.2185 0.24
H 0.353308 0.148353 -1.525334 0.2368 -0.2990 0.6724 0.26
H 1.898277 -1.400204 1.652805 0.0379 0.1617 0.0475 0.30
H 3.618748 -0.617195 -0.150482 0.0540 0.1150 0.0307 0.29
H 3.099465 1.060585 0.178534 0.0952 -0.1567 -0.0497 0.32
H 3.939698 0.138664 1.433070 0.0080 -0.0274 -0.3380 0.30
```
Forces are in eV/Å.